1.
Computed, not measured: a structure of composition C45H32BrI2N3PSV in a non-equilibrium geometry, with ωB97M-V/def2-TZVPD.

Geometry as XYZ:
```
86
Properties=species:S:1:pos:R:3:forces:R:3
V 0.3981 -0.6353 0.6714 0.3 0.4 -0.3
S 5.2997 -0.3019 1.1076 -0.3 -0.1 0.1
C 4.4688 -1.8711 1.4934 0.1 -0.1 0.1
C 5.4089 -2.6748 2.1743 -0.1 0.2 -0.1
C 5.0551 -3.8178 2.8633 0.0 0.0 0.0
C 3.7256 -4.2190 2.8608 -0.1 -0.1 0.0
C 2.7953 -3.4877 2.1498 0.0 -0.2 0.0
C 3.1084 -2.3172 1.4554 -0.1 0.4 -0.4
N 2.0402 -1.7557 0.6883 0.7 -0.6 0.0
C 2.5981 -1.1156 -0.4309 0.3 -0.1 -0.2
C 2.3823 -1.4756 -2.7859 0.1 -0.3 0.2
C 2.2280 -2.0632 -4.0250 0.1 -0.1 -0.2
C 1.4466 -1.4166 -4.9822 0.0 -0.1 0.0
C 0.8387 -0.2039 -4.6856 0.0 0.0 0.0
C 0.9808 0.3756 -3.4254 0.0 0.1 0.0
C 1.7644 -0.2741 -2.4938 0.0 0.1 0.8
H 6.4492 -2.3603 2.1721 -0.1 0.0 0.0
H 5.8135 -4.3969 3.3802 -0.1 0.1 -0.1
H 3.4197 -5.1204 3.3863 0.0 0.2 -0.1
H 1.7676 -3.8252 2.0837 0.0 0.0 0.0
H 2.7101 -3.0115 -4.2527 -0.1 0.1 0.0
H 1.3091 -1.8661 -5.9617 0.0 0.1 0.1
H 0.2221 0.2905 -5.4287 0.1 0.0 0.1
H 0.4540 1.2926 -3.2074 0.0 0.1 0.1
I -0.8850 -2.0353 -1.3141 0.3 0.1 0.3
C -2.3607 -0.9350 -2.3137 0.1 0.3 0.3
C -2.8398 -1.7369 -3.3059 -0.3 0.0 -0.4
C -3.8119 -1.2801 -4.2136 0.0 -0.3 -0.1
C -4.2564 -0.0074 -4.0920 -0.1 0.2 0.0
C -3.7725 0.8505 -3.0699 0.1 -0.1 0.1
C -4.3052 2.1592 -3.0420 -0.2 -0.1 -0.2
C -3.9264 3.0443 -2.0915 0.1 0.2 0.2
C -2.9888 2.6372 -1.1267 0.0 0.0 -0.1
C -2.4085 1.3867 -1.0845 0.1 -0.2 -0.2
P -1.2232 1.1970 0.3588 -1.0 0.9 -0.1
C -0.4039 2.8563 0.3049 -0.1 -0.1 0.1
C -0.5582 3.8129 1.3018 0.0 0.1 0.1
C 0.1461 5.0152 1.2471 0.0 0.0 0.1
C 1.0044 5.2798 0.1913 0.0 0.0 0.0
C 1.1456 4.3378 -0.8232 0.0 0.0 0.0
C 0.4481 3.1403 -0.7582 0.1 0.2 0.0
C -2.3829 1.3832 1.7912 0.0 -0.1 0.0
C -3.7681 1.4191 1.6699 -0.1 -0.1 0.0
C -4.5845 1.5088 2.7976 0.1 0.0 -0.1
C -4.0240 1.5661 4.0633 0.0 0.0 0.1
C -2.6388 1.5260 4.2006 0.1 -0.1 -0.1
C -1.8314 1.4267 3.0752 -0.1 0.0 0.1
C -2.7953 0.4219 -2.1015 -0.1 -0.1 -0.1
H -2.4562 -2.7459 -3.4129 -0.1 0.1 0.0
H -4.1838 -1.9411 -4.9897 0.1 0.1 0.1
H -5.0007 0.3868 -4.7781 0.1 0.0 0.1
H -5.0274 2.4345 -3.8069 0.1 -0.1 0.1
H -4.3321 4.0500 -2.0662 0.1 -0.1 0.0
H -2.7170 3.3607 -0.3723 0.1 0.1 0.1
H -1.2284 3.6406 2.1320 0.0 0.0 0.0
H 0.0099 5.7508 2.0355 0.0 -0.1 -0.1
H 1.5530 6.2161 0.1529 -0.1 -0.1 0.0
H 1.8058 4.5329 -1.6636 -0.1 0.0 0.1
H 0.5832 2.4154 -1.5370 0.1 -0.2 -0.2
H -4.2294 1.3588 0.6925 0.0 0.0 0.0
H -5.6629 1.5375 2.6793 0.1 0.0 0.0
H -4.6604 1.6410 4.9414 0.1 0.0 -0.1
H -2.1867 1.5615 5.1871 0.0 0.0 -0.1
H -0.7567 1.3791 3.1935 0.1 0.0 0.0
Br 1.3038 -1.3186 4.0191 0.1 0.3 0.0
C -0.4431 -1.7002 3.4679 0.1 0.1 -0.4
C -1.2511 -2.2772 4.4291 0.0 0.0 0.2
C -2.5733 -2.5167 4.1343 -0.2 -0.2 0.3
C -3.0326 -2.1618 2.8814 -0.1 0.1 -0.3
C -2.1479 -1.6280 1.9719 0.4 0.0 0.2
N -0.8263 -1.3862 2.2107 -0.9 -0.7 1.4
H -0.8298 -2.5105 5.3986 0.0 0.0 -0.1
H -3.2329 -2.9640 4.8731 0.1 0.1 -0.1
H -4.0680 -2.2998 2.5919 0.1 0.0 0.0
H -2.5137 -1.3601 1.0013 0.0 0.0 -0.4
I 2.4193 1.2535 1.5204 0.1 0.0 -0.2
C 3.1072 0.2610 -0.2680 0.3 -0.1 0.0
C 4.6103 0.3781 -0.4735 -0.1 -0.3 -0.2
C 5.2058 -0.4807 -1.5629 0.1 0.4 0.2
C 4.6306 -1.5958 -1.9691 -0.1 -0.3 -0.1
C 3.2079 -1.9405 -1.5965 0.1 0.3 -0.2
N 1.8430 0.0119 -1.0503 0.1 -0.1 -0.5
H 4.9820 1.3989 -0.4857 0.0 0.1 -0.1
H 6.2061 -0.2113 -1.8962 -0.2 0.0 0.1
H 5.1308 -2.2556 -2.6787 -0.1 0.1 0.1
H 3.0988 -2.9983 -1.3787 -0.1 -0.1 0.1
```
Forces are in eV/Å.

## Properties
LUMO energy (spin up / spin down)   -0.0994 / -0.0956 Eh
Multiplicity   2
Molecular weight   1062.47 g mol⁻¹
Strongest force on any atom   0.034 hartree/bohr
Net charge   +1
Energy relative to the best compared isomer or geometry (same formula, charge and spin)   3.085 eV

Atom charges from the Mulliken analysis, given in e for atoms 1 to 6: atom 1 (V): 0.073, atom 2 (S): -0.194, atom 3 (C): 0.758, atom 4 (C): -0.787, atom 5 (C): -0.907, atom 6 (C): -0.665

2.
Computed, not measured: a structure of composition C45H33F3IrNO3P2S6, with ωB97M-V/def2-TZVPD.

Geometry as XYZ:
```
94
Properties=species:S:1:pos:R:3:forces:R:3
Ir 0.2735 0.3329 -0.7005 -0.7 -0.2 -0.1
S 1.9891 2.4673 2.5509 -0.1 0.0 -0.1
P 1.1828 0.6631 2.5210 -0.2 0.1 -0.1
C -0.0680 0.3886 1.2369 0.1 -0.2 0.4
P -1.8369 0.2108 1.5260 0.0 0.1 0.0
S -2.9637 0.9289 0.0893 0.2 0.0 -0.1
C -2.1641 -1.5602 1.8019 0.0 0.0 0.0
C -1.1611 -2.4428 2.1772 0.1 0.0 -0.1
C -1.4486 -3.7843 2.3914 0.0 0.0 0.0
C -2.7425 -4.2501 2.2224 0.0 0.0 0.0
C -3.7486 -3.3744 1.8315 0.0 0.0 0.0
C -3.4621 -2.0360 1.6178 0.0 0.0 0.1
C -2.3964 1.0428 3.0518 0.1 -0.1 0.1
C -2.9013 0.3430 4.1391 -0.1 0.0 0.0
C -3.4640 1.0299 5.2083 0.0 0.0 0.0
C -3.5044 2.4142 5.2030 0.0 0.0 0.0
C -2.9779 3.1182 4.1246 0.0 0.0 0.0
C -2.4343 2.4370 3.0509 0.0 0.0 0.0
C 2.4837 -0.6113 2.5534 0.1 0.0 0.0
C 3.4471 -0.4320 3.5456 0.0 -0.1 0.0
C 4.4708 -1.3516 3.6990 0.0 0.0 0.0
C 4.5363 -2.4555 2.8591 0.0 0.0 0.0
C 3.5812 -2.6304 1.8693 0.0 0.0 0.0
C 2.5490 -1.7113 1.7102 0.0 0.0 0.1
C 0.4496 0.3315 4.1751 -0.1 0.1 0.0
C 0.0601 1.3999 4.9787 0.1 0.0 0.1
C -0.4188 1.1787 6.2594 0.0 0.0 0.0
C -0.5114 -0.1151 6.7560 0.0 0.0 0.0
C -0.1195 -1.1840 5.9660 0.0 0.0 0.0
C 0.3650 -0.9601 4.6844 0.0 -0.1 0.0
H -0.1390 -2.0936 2.2630 -0.1 0.0 -0.1
H -0.6524 -4.4665 2.6622 0.0 0.0 0.0
H -2.9646 -5.2998 2.3721 0.0 0.0 0.0
H -4.7564 -3.7400 1.6752 0.0 0.0 0.0
H -4.2304 -1.3500 1.2834 0.0 0.0 0.0
H -2.8649 -0.7394 4.1504 0.0 0.0 0.0
H -3.8630 0.4759 6.0496 0.0 0.0 0.0
H -3.9432 2.9476 6.0378 0.0 0.0 0.0
H -3.0062 4.2011 4.1163 0.0 0.0 0.0
H -2.0615 2.9785 2.1889 0.0 0.0 0.0
H 3.3966 0.4420 4.1842 0.0 0.0 0.0
H 5.2195 -1.2024 4.4675 0.0 0.0 0.0
H 5.3399 -3.1739 2.9688 0.0 0.0 0.0
H 3.6476 -3.4759 1.1983 0.0 0.0 0.0
H 1.8353 -1.8199 0.9019 0.0 -0.1 0.1
H 0.1625 2.4068 4.5975 0.0 0.0 0.0
H -0.7217 2.0197 6.8707 0.0 0.0 0.0
H -0.8850 -0.2877 7.7584 0.0 0.0 0.0
H -0.1752 -2.1966 6.3471 0.0 0.0 0.0
H 0.7050 -1.8051 4.0944 0.0 0.1 0.1
F -2.7760 3.0226 -4.2323 -0.1 -0.1 0.0
C -1.5753 3.6193 -4.1903 0.0 0.0 0.0
F -1.7661 4.8854 -4.6232 0.0 0.1 0.0
F -0.8074 3.0183 -5.1083 0.1 -0.1 -0.1
C -0.9682 3.5961 -2.8208 0.0 0.0 0.1
C -0.7321 4.7709 -2.1297 0.0 0.0 0.0
C -0.1696 4.7252 -0.8653 0.0 0.0 0.0
C 0.1618 3.4944 -0.3259 0.0 -0.1 0.0
N -0.0830 2.3675 -0.9827 0.2 -0.1 -0.3
C -0.6475 2.3822 -2.2104 0.0 0.0 0.1
S -0.8697 0.7611 -2.7845 0.1 0.0 -0.2
H -0.9874 5.7172 -2.5863 0.0 0.0 0.0
H 0.0251 5.6271 -0.3035 0.0 0.0 0.0
H 0.6306 3.3895 0.6419 0.1 0.0 0.1
O 2.6966 1.7683 -1.7419 0.1 0.2 -0.3
C 2.9901 1.0568 -0.8083 0.0 -0.2 0.3
O 2.1902 0.2887 -0.1249 0.0 0.5 -0.1
H 4.0139 0.9649 -0.4153 0.1 0.1 -0.1
O 0.4532 -1.7156 -0.7099 0.0 0.2 0.1
C 0.3710 -2.5543 -1.8164 0.0 -0.2 -0.1
C 0.2895 -3.9875 -1.2897 0.1 0.0 0.1
C -0.3365 -5.0682 -1.8358 0.0 0.0 -0.1
C -0.1186 -6.2666 -1.1024 0.0 0.0 0.0
C 0.6693 -6.0656 -0.0106 0.0 0.0 0.0
S 1.1382 -4.4271 0.1326 0.1 0.0 0.0
C 1.6059 -2.4430 -2.7233 -0.1 0.1 0.1
C 2.1689 -1.3090 -3.2285 0.0 0.0 0.0
C 3.3096 -1.5645 -4.0355 0.0 0.0 0.0
C 3.5893 -2.8930 -4.1387 0.0 0.0 0.0
S 2.4759 -3.8344 -3.2460 0.0 0.0 0.0
C -0.8861 -2.3451 -2.6448 0.0 0.0 0.0
C -1.0344 -2.2576 -3.9969 0.0 0.0 0.0
C -2.3938 -2.1253 -4.3938 0.0 0.0 0.0
C -3.2425 -2.1230 -3.3291 0.0 0.0 0.0
S -2.4074 -2.2870 -1.8479 0.0 0.1 0.0
H -0.9348 -5.0014 -2.7346 0.0 0.0 0.0
H -0.5386 -7.2258 -1.3717 0.0 0.0 0.0
H 0.9765 -6.7898 0.7280 0.0 0.0 0.0
H 1.7864 -0.3161 -3.0392 0.0 0.0 0.0
H 3.8913 -0.7877 -4.5126 0.0 0.0 0.0
H 4.3952 -3.3632 -4.6800 0.0 0.0 0.0
H -0.1945 -2.2625 -4.6776 0.0 0.0 0.0
H -2.7165 -2.0093 -5.4190 0.0 0.0 0.0
H -4.3143 -2.0001 -3.3373 0.0 0.0 0.0
```
Forces are in eV/Å.

## Properties
LUMO energy (spin up / spin down)   0.0831 / 0.0534 Eh
Multiplicity   2
Molecular weight   1139.32 g mol⁻¹
Strongest force on any atom   0.015 hartree/bohr
Net charge   -1
Energy relative to the best compared isomer or geometry (same formula, charge and spin)   0.982 eV

Atom charges from the Mulliken analysis, given in e for atoms 1 to 6: atom 1 (Ir): 0.577, atom 2 (S): -0.656, atom 3 (P): 2.938, atom 4 (C): -0.363, atom 5 (P): 1.248, atom 6 (S): -0.361